No. 1
A molecular structure, C25H43AsCsN6O2PSe4Te in a non-equilibrium geometry. Source: OMol25; level of theory: ωB97M-V/def2-TZVPD.

Positions of all 84 atoms, in Å:
Cs 1.27875 -0.78908 -1.85959
Se 5.42586 0.53895 1.66181
Se 3.79084 0.57878 -0.06200
Te 1.77260 2.02284 0.58996
Se 1.91536 4.12710 -0.77039
C -3.51110 2.21103 4.27174
C -2.64504 1.57923 3.18688
P -2.53277 2.43658 1.55177
C -4.33819 2.68100 1.18545
C -4.63125 2.99285 -0.28077
C -2.03082 4.13413 2.07928
C -1.67316 5.03082 0.89509
H -3.53159 1.59066 5.17096
H -4.54336 2.33873 3.94010
H -3.13327 3.19280 4.56195
H -2.98192 0.55972 2.97497
H -1.61299 1.47844 3.53577
H -4.75679 3.45742 1.83466
H -4.83091 1.74151 1.45725
H -4.26370 3.98084 -0.56299
H -5.70615 2.97305 -0.48022
H -4.14994 2.25861 -0.92915
H -1.15095 4.00847 2.71821
H -2.81270 4.59362 2.69382
H -0.82065 4.63365 0.33952
H -1.39628 6.03208 1.23305
H -2.51574 5.13877 0.20747
C -1.28112 2.78632 -2.12242
As -1.09541 1.63458 -3.63284
C 0.03336 2.60429 -4.85810
C -2.80276 1.49617 -4.51824
O -0.43603 0.13289 -3.37000
H -1.89547 3.63744 -2.42422
H -0.29086 3.14698 -1.81115
H -1.76164 2.25280 -1.30580
H -0.45721 3.52239 -5.18220
H 0.25574 1.96841 -5.71302
H 0.95121 2.85828 -4.32724
H -3.20524 2.48938 -4.71631
H -3.47160 0.94228 -3.86202
H -2.66860 0.95205 -5.45164
C -4.25856 -1.52703 -0.05890
C -3.80262 -0.99975 -1.40247
O -2.97850 0.15653 -1.28637
H -4.98345 -2.33475 -0.18784
H -4.73227 -0.72709 0.51626
H -3.42606 -1.93554 0.51970
H -4.66017 -0.67941 -2.00111
H -3.27809 -1.77722 -1.96956
H -2.22283 -0.05719 -0.72032
N 1.26674 -2.18690 7.81275
C 1.21592 -1.80357 6.73013
C 1.15873 -1.31375 5.37636
C -0.01144 -1.44388 4.63898
C -0.01165 -0.92747 3.34712
N 1.04050 -0.33856 2.79728
C 2.16320 -0.22423 3.50875
C 2.27183 -0.69593 4.80854
H -0.88545 -1.94247 5.03179
H -0.89991 -1.01339 2.73252
H 3.00655 0.26252 3.02099
H 3.19422 -0.57760 5.36069
Se -1.38970 -3.60257 1.81253
C -1.93684 -5.17395 0.89042
C -2.86950 -6.06041 1.44269
C -3.26723 -7.20895 0.77600
C -2.74661 -7.51800 -0.47537
C -1.82150 -6.64874 -1.04170
C -1.42750 -5.49994 -0.37268
H -3.28338 -5.83292 2.41801
H -3.99171 -7.86992 1.24056
H -3.05211 -8.41787 -0.99577
H -1.39608 -6.86370 -2.01568
H -0.70374 -4.83788 -0.83482
N 2.05017 -3.56045 1.61745
C 3.25404 -3.08234 1.26806
N 4.07740 -2.62898 2.24505
N 3.73153 -3.05996 0.04369
C 2.97673 -3.33364 -0.98841
N 2.40726 -3.44436 -1.99837
H 1.65411 -3.34507 2.51854
H 1.33221 -3.75434 0.93232
H 3.63540 -2.41936 3.12547
H 4.72687 -1.89341 1.94255

Forces on atoms 1 to 3 (eV/Å):
0.8546 -0.4389 1.0682
-0.2691 0.0154 -0.2111
0.2883 0.1921 0.5509

Its net charge is -2. As for the spin multiplicity: 1. Its energy relative to the best compared isomer or geometry (same formula, charge and spin) is 0.4852 eV. For the calculated total energy, the calculation gives -379015.704 eV.

No. 2
2 unconnected molecules or ions with the total composition C25H43BCl2N4O5P in a non-equilibrium geometry. Source: OMol25; level of theory: ωB97M-V/def2-TZVPD.

Positions of all 81 atoms, in Å:
C 3.78516 2.50612 2.53611
C 2.63562 1.81874 2.48043
C 2.67595 0.33300 2.13696
C 2.74449 0.10271 0.60550
N 1.52840 -0.42653 0.05726
C 1.41171 -0.28502 -1.43009
C 0.39980 -1.39420 -1.81983
C -0.32905 -1.28942 -3.16316
C -1.72019 -0.65464 -3.04569
C -2.64991 -1.48998 -2.14078
C -2.82104 -0.85628 -0.74969
C -4.02255 0.09327 -0.61599
C -3.61027 1.34144 0.19909
C -2.91933 2.34647 -0.71603
C -2.54648 3.66703 -0.03647
B 0.87063 1.21655 -1.72598
N 0.65029 1.79515 -3.02720
O 0.63049 2.02872 -0.64511
C 2.83824 -0.47534 -2.01022
C 2.95418 -1.01609 -3.41362
Cl 2.62596 -2.70675 -3.67458
C 3.34012 -0.29255 -4.48353
C 3.50616 -0.84940 -5.86074
Cl 3.72645 1.38735 -4.32662
N 3.62329 -1.43208 -1.13680
C 3.82114 -0.95307 0.29398
P 3.60587 -2.44807 1.40160
N 4.79117 -2.73141 2.38341
H 4.65480 2.19155 1.96697
H 3.91569 3.36821 3.17569
H 1.69492 2.30665 2.69791
H 3.57463 -0.03778 2.62103
H 1.81948 -0.18407 2.56229
H 3.07016 1.06276 0.18603
H 0.70022 -0.04851 0.49777
H -0.35263 -1.35084 -1.03888
H 0.90802 -2.34773 -1.68235
H -0.50468 -2.31068 -3.50486
H 0.25031 -0.82499 -3.95891
H -2.13439 -0.66545 -4.05239
H -1.68053 0.35470 -2.64277
H -2.22760 -2.49157 -2.05335
H -3.63461 -1.61095 -2.58630
H -2.90586 -1.65410 -0.01095
H -1.91906 -0.30761 -0.47376
H -4.83446 -0.37854 -0.06651
H -4.37881 0.40250 -1.59688
H -4.46354 1.76966 0.72226
H -2.88569 1.04022 0.95996
H -2.00146 1.88768 -1.09122
H -3.54848 2.57141 -1.57689
H -1.65930 3.60072 0.58818
H -2.33316 4.40250 -0.81270
H -3.40981 4.04350 0.50828
H 1.08776 1.29437 -3.78550
H -0.32200 1.97806 -3.23516
H 0.88462 2.92412 -0.88900
H 3.41120 0.44553 -1.99637
H 4.09545 -0.15931 -6.45826
H 2.55122 -0.96941 -6.36701
H 4.07074 -1.77470 -5.83682
H 3.14213 -2.33562 -1.16153
H 4.52172 -1.58213 -1.59627
H 4.82076 -0.53876 0.38777
H 3.36561 -3.53329 0.51268
H 2.37905 -2.27650 2.06228
H 5.51691 -2.03244 2.26528
C -2.52998 -1.54410 4.55108
C -3.53988 -1.70355 5.42038
C -4.42941 -0.55695 5.82346
O -5.33346 -0.78489 6.60017
C -4.15464 0.75774 5.26347
C -3.14417 0.91197 4.40017
C -2.27300 -0.23916 3.97885
O -1.38328 -0.01650 3.17019
O -2.83067 2.07893 3.84696
O -3.82684 -2.86672 5.97986
H -1.88772 -2.36085 4.25374
H -4.78764 1.57826 5.57019
H -2.06858 1.88918 3.26862
H -4.59634 -2.70822 6.56091

Forces on atoms 1 to 3 (eV/Å):
-0.6512 -0.1501 0.0486
0.8516 -0.0060 0.0422
-0.2570 1.0778 -0.8609

Its net charge is +1. As for the spin multiplicity: 1. For the calculated total energy, the calculation gives -77823.593 eV.

No. 3
8 unconnected molecules or ions with the total composition C25H43Br14F3NO2S in a non-equilibrium geometry. Source: OMol25; level of theory: ωB97M-V/def2-TZVPD.

Positions of all 89 atoms, in Å:
C -3.27280 -1.20062 5.53792
O -4.35579 -1.92963 4.93421
C -5.00881 -1.15801 3.95981
C -4.47062 -1.38426 2.55438
N -3.30220 -1.96924 2.37965
C -2.73843 -2.17966 1.16719
C -1.37000 -2.82685 1.13990
F -1.06334 -3.36690 2.33507
F -1.26102 -3.80456 0.23877
F -0.40295 -1.93517 0.87086
C -3.41602 -1.76905 0.05838
C -2.88569 -1.91575 -1.34925
C -2.52421 -0.54695 -2.00026
C -1.55244 0.32272 -1.14971
S -2.02265 2.09050 -1.33833
C -4.66997 -1.14290 0.19142
C -5.19119 -0.95303 1.45376
O -6.39304 -0.31801 1.56472
H -3.67583 -0.36087 6.11865
H -2.71162 -1.90707 6.14782
H -2.57674 -0.77929 4.79262
H -4.79241 -0.09648 4.19608
H -6.09734 -1.25917 4.00755
H -2.78127 -2.25790 3.21305
H -3.69620 -2.35083 -1.95433
H -2.04008 -2.59853 -1.44700
H -3.45345 0.00655 -2.16794
H -2.01679 -0.77310 -2.94418
H -0.52382 0.18494 -1.49312
H -1.58592 0.08055 -0.08328
H -3.14333 2.10041 -0.57170
H -5.19976 -0.79238 -0.71442
H -6.27274 0.60939 1.81123
Br -1.25382 -4.12940 5.52103
C 0.03753 -5.44609 4.88278
C 1.14535 -5.65554 5.87723
Br 2.41809 -4.18267 5.84159
H 0.39131 -5.09902 3.91695
H -0.53514 -6.36286 4.74845
H 1.72164 -6.53928 5.61826
H 0.79193 -5.74417 6.89908
Br 0.73186 2.15338 -3.39389
C 0.45973 1.30146 -5.12458
C 0.43851 -0.19882 -5.00676
Br 2.22707 -0.92612 -4.77500
H 1.24306 1.66693 -5.78183
H -0.50320 1.67039 -5.47365
H 0.06436 -0.64698 -5.92541
H -0.15410 -0.54882 -4.16731
Br 3.44351 5.34949 -7.45855
C 3.97663 5.62072 -5.60207
C 2.86100 5.27921 -4.65526
Br 1.50631 6.67905 -4.61439
H 4.30687 6.65128 -5.51175
H 4.82239 4.95648 -5.45091
H 3.23363 5.21478 -3.63430
H 2.35261 4.35480 -4.91069
Br 7.21983 5.02465 -3.82950
C 8.01377 6.78330 -4.09279
C 7.32364 7.83108 -3.26288
Br 5.60782 8.35832 -4.03258
H 7.98090 6.99078 -5.15809
H 9.04998 6.67308 -3.77796
H 7.91246 8.74623 -3.23875
H 7.12649 7.50511 -2.24862
Br 8.87965 7.82284 -0.30766
C 9.68660 9.57560 -0.57186
C 9.00176 10.62521 0.25985
Br 7.29124 11.13223 -0.51709
H 9.64849 9.78520 -1.63670
H 10.72454 9.45964 -0.26577
H 9.59144 11.53961 0.28002
H 8.80548 10.30002 1.27676
Br 0.90245 -8.83411 7.30491
C -1.00701 -9.13718 7.06810
C -1.27230 -10.39758 6.29115
Br -0.93157 -10.13970 4.39173
H -1.41218 -8.25092 6.58863
H -1.40876 -9.21583 8.07647
H -2.32278 -10.67324 6.35934
H -0.65868 -11.23295 6.61358
Br -6.71599 -2.07078 -1.57032
C -6.98565 -2.95137 -3.29288
C -6.99979 -4.44787 -3.14174
Br -5.20071 -5.14834 -2.89132
H -6.20149 -2.59583 -3.95388
H -7.94830 -2.59124 -3.65100
H -7.36833 -4.91775 -4.05115
H -7.59165 -4.78530 -2.29652

Forces on atoms 1 to 3 (eV/Å):
-0.0437 0.0264 -0.0445
0.3175 0.0907 -0.4907
0.7079 0.7761 0.4412

Its net charge is +1. As for the spin multiplicity: 1. Its energy relative to the best compared isomer or geometry (same formula, charge and spin) is 0.5253 eV. For the calculated total energy, the calculation gives -1031784.238 eV.

No. 4
A molecular structure, C25H43Br2F3NO21P2S4 in a non-equilibrium geometry. Source: OMol25; level of theory: ωB97M-V/def2-TZVPD.

Positions of all 101 atoms, in Å:
C -2.21131 6.10170 4.64325
C -1.67509 5.54451 3.16140
O -0.22972 5.74204 2.98154
P 0.40509 4.87592 1.61494
O 1.23145 5.95644 0.74889
C -0.89228 4.13047 0.43484
C -0.68723 2.48266 0.43071
P -1.59806 1.60852 -1.01780
C -0.53290 0.02981 -1.08719
C -0.44561 -0.93944 -2.44878
C 0.47585 -2.27337 -2.29146
N 1.26107 -2.80114 -1.14006
C 1.25556 -1.96389 0.09321
C 0.38304 -0.58955 0.14020
O -2.84073 2.85359 -1.25239
C -4.11339 2.33080 -0.65721
C -3.94268 0.98549 0.32198
C -4.51426 1.37987 1.81342
C -5.09141 0.11305 2.68291
C -3.95053 -0.92458 3.23899
F -4.64339 -1.79851 4.25767
Br -3.35552 -2.22227 1.78300
C -2.69654 -0.22280 4.02947
F -2.15301 -1.27428 4.96463
F -1.58466 0.12625 3.11424
Br -3.18646 1.34229 5.17613
O -2.47046 0.77761 0.28644
O 1.46251 3.61733 2.27821
C 2.87260 4.02616 2.17914
C 3.41612 3.59052 0.66074
H -1.84325 5.33779 5.44965
H -3.38475 6.23944 4.64201
H -1.73533 7.16601 4.88868
H -2.06118 4.45900 2.95670
H -2.20690 6.26208 2.36956
H -0.61813 4.48275 -0.67196
H -1.99745 4.46914 0.61246
H -0.97213 2.06746 1.49185
H 0.47546 2.27215 0.26703
H -0.79699 2.17952 -2.09334
H -2.50058 0.83424 -1.88172
H -1.01759 -0.67383 -3.45777
H 0.49342 -2.96604 -3.26649
H 1.85102 -2.31115 1.03930
H 0.39536 0.01657 1.16261
H -4.98258 2.25379 -1.46959
H -4.47142 3.29252 -0.05884
H -4.54440 0.10890 -0.19736
H -3.69262 2.01307 2.35901
H -5.43543 2.12022 1.64842
H -5.63914 0.55721 3.64470
H -5.90458 -0.48530 2.08958
H 3.55194 3.39354 2.92811
H 3.07557 5.15041 2.43317
H 2.60073 3.91116 -0.14989
H 3.44041 2.41962 0.64001
H 4.44780 4.08485 0.40874
C -4.65083 6.58357 -3.90164
C -3.12905 6.55547 -3.78709
O -2.83203 7.26458 -2.58637
S -4.04334 7.03061 -1.51942
O -3.65220 5.96943 -0.61829
O -4.50555 8.32065 -1.06276
O -5.13629 6.42929 -2.56908
H -4.99971 7.54922 -4.28157
H -5.03152 5.78280 -4.54124
H -2.63818 7.02428 -4.64327
H -2.76127 5.53020 -3.67354
C 4.56592 -5.40065 -0.73091
C 5.15600 -4.34481 0.20007
O 6.46190 -4.08545 -0.30996
S 6.44428 -4.27069 -1.93039
O 6.29117 -2.96473 -2.53219
O 7.49847 -5.18760 -2.29697
O 5.01683 -5.05083 -2.03838
H 4.95254 -6.39675 -0.49245
H 3.47331 -5.41742 -0.69617
H 5.20762 -4.68570 1.23685
H 4.58335 -3.41257 0.15184
C 11.75178 -6.32461 -4.20926
C 10.73643 -6.34986 -5.34862
O 9.52994 -5.84082 -4.78467
S 9.90323 -4.74380 -3.63678
O 9.81433 -3.42619 -4.22595
O 9.22061 -5.10836 -2.41713
O 11.48045 -5.12684 -3.48337
H 11.60640 -7.17311 -3.53290
H 12.78224 -6.32394 -4.57455
H 10.58179 -7.35561 -5.74652
H 11.03854 -5.67999 -6.16062
C -4.56077 -5.88928 1.84979
C -5.90294 -5.42565 2.40955
O -6.86254 -6.33926 1.88299
S -6.16231 -7.80228 1.71071
O -6.49918 -8.60271 2.86698
O -6.37136 -8.25200 0.35408
O -4.61409 -7.31482 1.86331
H -4.43243 -5.56307 0.81265
H -3.71846 -5.53352 2.44913
H -6.14480 -4.40114 2.11685
H -5.92357 -5.50638 3.50152

Forces on atoms 1 to 3 (eV/Å):
0.9970 -0.0625 -0.4152
-2.2119 1.7868 -0.0707
-0.7829 -2.6732 -1.5209

Its net charge is -1. As for the spin multiplicity: 1. For the calculated total energy, the calculation gives -281248.163 eV.

No. 5
A molecular structure, C25H43Cl2CsGeN4O9P2S2Sb2Se in a non-equilibrium geometry. Source: OMol25; level of theory: ωB97M-V/def2-TZVPD.

Positions of all 92 atoms, in Å:
Cs 6.55637 -3.18764 19.45666
N 8.24560 1.50522 18.48842
C 8.40276 1.37068 19.83234
N 8.05337 0.16526 20.40128
C 8.44491 0.17832 21.70643
C 8.99885 1.36442 22.12521
S 9.03845 2.58207 20.90761
C 8.38398 -1.00839 22.51206
C 8.26349 -0.97418 23.87054
S 8.00260 -2.54435 24.47649
C 8.49759 -3.21667 22.85988
N 8.57358 -2.25758 21.93689
N 8.64717 -4.52454 22.77182
H 7.34026 1.20585 18.06623
H 8.44500 2.40320 18.16857
H 9.53765 1.60378 23.02527
H 8.34517 -0.08304 24.48220
H 8.31107 -5.10958 23.50744
H 8.90462 -4.87200 21.78728
O 3.23659 0.09916 17.51839
P 4.60370 -0.49111 18.02443
O 5.92160 0.16928 17.59042
O 4.46054 -0.70491 19.51572
O 4.57486 -1.90855 17.11571
P 3.62814 -3.25087 17.32918
O 3.75452 -3.61992 15.80094
O 4.15438 -4.18403 18.25183
O 2.14557 -2.72411 17.55814
H 2.02783 -1.71088 17.53290
H 3.63165 -4.54838 15.46765
C 1.98968 2.21124 15.74157
Sb 1.84374 1.55421 17.83037
C 3.34883 2.89705 18.63116
C 0.03431 0.52642 20.76385
C 0.11596 1.83230 21.26482
C 0.18384 3.00660 20.48044
C 0.66191 4.22380 20.92355
C 0.82701 4.41596 22.33510
C 0.69333 3.29732 23.16189
C 0.34334 2.04376 22.67502
C 0.30494 0.92891 23.59254
Sb 2.32723 0.00022 24.19894
C 1.72956 -1.97280 23.53613
C 3.58173 0.15247 22.43010
H 2.38090 3.21074 15.66913
H 1.02541 2.16222 15.19142
H 2.79751 1.62876 15.19847
H 2.94825 3.90312 18.82561
H 4.09127 2.91586 17.82667
H 3.82204 2.41188 19.48580
H 0.53797 -0.25258 21.34086
H -0.18229 0.26845 19.72611
H -0.12617 2.81199 19.45301
H 0.90976 5.05525 20.30044
H 1.15362 5.38037 22.70851
H 0.84458 3.36051 24.22177
H -0.30186 0.15733 23.17357
H -0.22185 1.17912 24.54068
H 1.15754 -2.57552 24.30937
H 2.65777 -2.49212 23.47799
H 1.18460 -1.98658 22.60162
H 3.90098 -0.83375 22.13500
H 4.41816 0.80796 22.49518
H 2.92579 0.57139 21.57302
C 10.19617 -1.23775 11.45237
Ge 8.81559 -1.71844 12.79737
C 7.26238 -2.45830 11.80639
C 8.24262 -0.09613 13.79239
C 9.52716 -3.11775 13.95110
Se 9.45364 -2.74719 15.92093
C 9.76609 -4.49820 16.59325
H 9.84774 -0.61074 10.62443
H 10.65386 -2.13684 10.95288
H 10.95346 -0.69378 11.97051
H 6.59556 -1.67284 11.52022
H 6.69015 -3.15840 12.45707
H 7.56619 -3.03931 10.92975
H 7.94558 0.79609 13.08751
H 8.93952 0.12974 14.63566
H 7.29646 -0.36091 14.33241
H 10.58148 -3.21453 13.68616
H 9.12210 -4.12823 13.89664
H 9.07835 -5.19419 16.14907
H 9.66599 -4.42322 17.66962
H 10.70508 -4.85311 16.15279
Cl 8.82432 -9.03933 19.40490
C 9.07653 -7.70099 20.65130
Cl 8.70414 -8.16633 22.52524
C 8.36653 -6.43391 20.28469
O 7.16939 -6.52659 20.04084
O 9.05543 -5.35766 20.39589
H 10.14780 -7.62676 20.70022

Forces on atoms 1 to 3 (eV/Å):
0.4732 0.3500 0.3744
-0.8474 -0.2628 -0.1103
-1.5875 -3.3726 0.3017

Its net charge is -2. As for the spin multiplicity: 1. Its energy relative to the best compared isomer or geometry (same formula, charge and spin) is 2.2956 eV. For the calculated total energy, the calculation gives -251795.386 eV.